C45H60N2O4P2SSeSiYb | ωB97M-V with the def2-TZVPD basis set

CARTESIAN COORDINATES (ANGSTROEM)
Yb 2.4779 -3.0016 -1.0839
O 1.6274 1.3909 -3.6603
C 1.7486 0.6375 -2.6456
O 0.6972 0.0934 -1.9838
C 3.0986 0.1384 -2.2796
C 4.1514 0.6294 -3.0730
C 5.4630 0.5387 -2.6107
C 5.7627 -0.2588 -1.5281
C 4.6221 -0.7975 -0.8203
N 3.3046 -0.7675 -1.2346
C 4.8538 -1.6996 0.3293
O 5.9320 -1.4922 1.0344
O 4.1407 -2.7063 0.5959
H 1.0498 -2.0777 -2.5810
H 3.8223 1.3003 -3.8338
H 6.1922 1.2452 -3.1059
H 6.7426 -0.4573 -1.1149
H 6.4589 -0.6928 0.8526
C -1.3187 0.0592 -4.0599
Si -0.9130 0.6465 -2.3102
C -2.2955 -0.0019 -1.1248
C -3.4793 0.8656 -1.0688
C -4.4710 0.5149 -0.1675
C -4.1745 -0.3722 0.8953
C -3.0043 -1.0811 0.8594
C -2.1189 -1.0747 -0.2595
P -1.0209 -2.4998 -0.7257
C -2.2962 -3.7053 -1.4789
C -3.5950 -4.0987 -0.7079
C -4.8875 -4.2025 -1.5149
C -4.6158 -4.4800 -3.0210
C -3.8366 -3.2736 -3.5850
C -2.4881 -3.1064 -2.9474
C -0.7306 -3.3633 0.8266
C 0.2194 -4.5571 0.6365
C 1.0763 -4.8450 1.8758
C 0.4028 -4.4994 3.2378
C 0.0185 -3.0184 3.2827
C -0.1756 -2.3945 1.9097
C -0.9467 2.5174 -2.1348
C -1.4233 3.2829 -3.1471
C -1.3337 4.7367 -3.1981
C -0.8985 5.3809 -2.0663
C -0.4873 4.6449 -0.9440
C -0.4198 3.2044 -0.9776
P 0.0608 2.1821 0.5301
C -1.0360 3.0094 1.8194
C -0.6266 4.3498 2.4983
C -1.0692 4.4658 3.9874
C -2.4108 3.8134 4.2383
C -2.3162 2.2819 3.9909
C -1.2663 1.9009 2.9002
C 1.9253 2.8317 0.9131
C 2.3994 4.1919 0.3841
C 3.8783 4.4331 0.7340
C 4.4922 3.6977 1.9121
C 3.4685 3.3319 2.9691
C 2.2607 2.5250 2.4082
H -2.3909 0.0475 -4.2119
H -0.8928 0.8135 -4.7222
H -0.9468 -0.9442 -4.3059
H -3.4508 1.7290 -1.6913
H -5.4642 0.8494 -0.2713
H -4.8353 -0.4497 1.7614
H -2.7182 -1.6501 1.7461
H -1.7351 -4.6339 -1.5478
H -3.4012 -5.0412 -0.1895
H -3.7337 -3.3946 0.1113
H -5.5902 -5.0138 -1.1890
H -5.4779 -3.3055 -1.3930
H -4.0442 -5.4138 -3.1332
H -5.5404 -4.4682 -3.6203
H -3.7893 -3.3484 -4.6835
H -4.4834 -2.4111 -3.4408
H -1.6524 -3.5780 -3.5692
H -2.1458 -2.0497 -2.9622
H -1.6784 -3.6732 1.1936
H -0.3275 -5.4486 0.3011
H 0.8684 -4.4388 -0.2459
H 1.4928 -5.8675 1.7456
H 2.0926 -4.2383 1.7765
H -0.4548 -5.1376 3.3126
H 1.0534 -4.6706 4.1062
H -0.9112 -2.8674 3.9087
H 0.6822 -2.4055 3.9093
H -0.6855 -1.5006 2.0699
H 0.8268 -2.0659 1.6278
H -1.8455 2.8294 -4.0839
H -1.6141 5.2269 -4.1536
H -0.8342 6.5023 -1.9955
H -0.2297 5.1931 0.0235
H -1.9425 3.1622 1.1973
H 0.4363 4.6023 2.4277
H -1.1929 5.1537 1.9780
H -0.2425 3.9436 4.5776
H -1.0500 5.5342 4.3129
H -2.7591 4.0159 5.2211
H -3.1612 4.2451 3.5215
H -2.1668 1.6571 4.9207
H -3.2363 1.9456 3.5609
H -0.3222 1.6869 3.3632
H -1.6196 0.9380 2.4728
H 2.5383 1.9710 0.3657
H 2.1839 4.3679 -0.6813
H 1.8281 4.9869 0.9052
H 4.4991 4.3499 -0.1623
H 3.9860 5.4763 0.9663
H 4.9525 2.8537 1.4065
H 5.2573 4.3827 2.2427
H 3.8978 2.8097 3.8217
H 3.0702 4.2659 3.3909
H 2.4448 1.4271 2.4982
H 1.4117 2.6886 3.1263
S 4.4536 -7.1200 -3.1965
C 3.7723 -6.0893 -2.2340
N 3.2605 -5.2527 -1.5231
Se 0.8654 -3.4937 -3.2898

Computed properties:
charge: -1
relative energy (zero: lowest compared OMol25 entry of this formula, charge and spin): 0.000 eV
2S+1: 2
gap between HOMO and LUMO (spin up / spin down): 5.325 / 6.019 eV



C45H61Cl2FeNP2Si | ωB97M-V with the def2-TZVPD basis set

CARTESIAN COORDINATES (ANGSTROEM)
Fe -0.2199 -1.0518 0.0908
C 3.0527 -2.6603 0.5962
Si 2.1822 -1.1073 -0.1019
C 2.6457 0.2028 1.2088
C 3.8939 0.8236 1.1416
C 4.4176 1.4972 2.2333
C 3.7115 1.5282 3.4273
C 2.4561 0.9479 3.5014
C 1.8906 0.3211 2.3901
P 0.1854 -0.3600 2.4687
C -0.9136 1.0535 3.0081
C -0.4205 2.0949 4.0122
C -1.4398 3.2401 4.0619
C -2.8353 2.7396 4.4296
C -3.3000 1.6623 3.4525
C -2.2900 0.5142 3.4175
C 0.1793 -1.5126 3.9401
C 1.4193 -2.4099 3.9636
C 1.4659 -3.2474 5.2492
C 0.0674 -3.7286 5.6742
C -0.8577 -3.8026 4.4632
C -1.1054 -2.3870 3.9254
C 2.8647 -1.0415 -1.8771
C 4.1923 -1.3950 -2.1209
C 4.6647 -1.5366 -3.4162
C 3.8067 -1.3486 -4.4913
C 2.4855 -0.9933 -4.2689
C 2.0146 -0.8291 -2.9679
P 0.3499 -0.1777 -2.6133
C -0.7807 -1.1573 -3.7652
C -1.4757 -0.4071 -4.9023
C -2.4658 -1.3056 -5.6516
C -3.4914 -1.9377 -4.7163
C -2.7776 -2.7362 -3.6297
C -1.8271 -1.8263 -2.8580
C 0.5605 1.6194 -3.0994
C 1.7744 2.1718 -2.3281
C 1.9979 3.6751 -2.6159
C 0.8103 4.2948 -3.3461
C 0.5917 3.5783 -4.6818
C 0.7176 2.0362 -4.5631
H 4.1028 -2.4203 0.7824
H 2.6292 -2.9938 1.5423
H 3.0136 -3.4897 -0.1124
H 4.4741 0.7585 0.2266
H 5.3889 1.9704 2.1654
H 4.1349 2.0067 4.3007
H 1.9154 0.9715 4.4388
H -1.0650 1.5876 2.0738
H -0.3145 1.6632 5.0135
H 0.5433 2.4974 3.7034
H -1.1066 3.9930 4.7787
H -1.4787 3.7240 3.0803
H -2.8138 2.3235 5.4423
H -3.5390 3.5737 4.4380
H -4.2841 1.2870 3.7408
H -3.3934 2.0911 2.4493
H -2.2355 0.0652 4.4137
H -2.6211 -0.2573 2.7138
H 0.1835 -0.8809 4.8343
H 1.3817 -3.0707 3.0936
H 2.3321 -1.8221 3.8801
H 2.1239 -4.1023 5.0833
H 1.9114 -2.6577 6.0529
H 0.1358 -4.6968 6.1698
H -0.3679 -3.0303 6.3944
H -0.4048 -4.4408 3.6972
H -1.8113 -4.2555 4.7389
H -1.5145 -2.4449 2.9131
H -1.8720 -1.9202 4.5437
H 4.8693 -1.5681 -1.2920
H 5.6987 -1.8059 -3.5888
H 4.1724 -1.4726 -5.5026
H 1.8230 -0.8348 -5.1124
H -0.1411 -1.9386 -4.1884
H -2.0084 0.4609 -4.4991
H -0.7389 -0.0498 -5.6206
H -2.9701 -0.7109 -6.4153
H -1.9173 -2.0978 -6.1706
H -4.0990 -1.1538 -4.2524
H -4.1684 -2.5821 -5.2792
H -3.5030 -3.1824 -2.9442
H -2.2130 -3.5519 -4.0936
H -2.4077 -1.0463 -2.3575
H -1.3109 -2.4056 -2.0865
H -0.3547 2.0750 -2.7101
H 1.6617 1.9920 -1.2566
H 2.6614 1.6189 -2.6373
H 2.1961 4.2137 -1.6876
H 2.8827 3.7943 -3.2456
H -0.0875 4.2241 -2.7278
H 0.9906 5.3565 -3.5192
H -0.3903 3.8442 -5.0769
H 1.3303 3.9360 -5.4017
H -0.0314 1.5771 -5.1987
H 1.7000 1.7136 -4.9171
Cl -0.5818 -3.2686 0.3487
C -1.8799 -4.5222 0.3903
Cl -3.4556 -3.7771 0.6190
H -1.6549 -5.1740 1.2262
H -1.8523 -5.0432 -0.5591
N -3.9095 5.4826 -1.0276
C -3.3843 4.4814 -0.8199
C -2.7159 3.2374 -0.5820
C -3.4174 2.0362 -0.6450
C -2.7497 0.8347 -0.4356
C -1.3791 0.8110 -0.2001
C -0.6970 2.0249 -0.1120
C -1.3506 3.2331 -0.2886
H -4.4810 2.0473 -0.8476
H -3.3244 -0.0858 -0.4515
H 0.3614 2.0337 0.1270
H -0.8189 4.1720 -0.1940

Computed properties:
charge: +1
2S+1: 6
gap between HOMO and LUMO (spin up / spin down): 7.101 / 6.767 eV



C45H64Br5ClF18I2NO13PS2 | ωB97M-V with the def2-TZVPD basis set

CARTESIAN COORDINATES (ANGSTROEM)
C -1.4498 -5.1142 5.9159
C -2.3790 -3.7636 5.9280
S -1.9065 -2.6107 4.5314
C -0.4727 -1.5109 5.1528
C -0.2593 -0.2206 4.1004
Br -1.7611 -0.4808 2.7353
C -0.3719 1.1094 4.9837
C -1.8608 1.7478 5.2581
C -2.3955 2.7347 4.0156
Br -3.2481 0.4925 5.9471
O 0.9297 -0.5499 3.3696
C 2.1013 0.2795 3.5090
C 2.8794 0.2740 4.9277
I 3.2858 -1.5220 6.1917
C 3.3886 1.5522 5.5723
C 3.2050 3.0548 4.9557
I 4.4717 1.4940 7.5263
C 3.0506 -0.1302 2.1692
C 4.4699 0.6304 2.2672
C 5.6631 -0.0412 3.1578
N 6.4729 0.8352 3.8887
C 3.0537 -1.7651 2.1867
C 4.2696 -2.5383 1.4402
C 4.8623 -3.6968 2.4920
S 3.7764 -5.2207 2.6105
O 2.1312 0.2654 1.1079
C 2.6110 0.6535 -0.1629
C 3.6850 -0.2722 -0.9597
C 4.0631 0.2450 -2.4864
C 4.2540 -0.9975 -3.5537
F 5.0791 -0.4827 -4.7045
Br 5.3504 -2.4881 -2.7227
C 2.8603 -1.5921 -4.1748
F 2.1552 -2.5407 -3.2393
F 3.2695 -2.4565 -5.3451
Br 1.6232 -0.1956 -4.9389
C 3.1094 2.2250 -0.3586
C 2.4858 3.2802 0.7189
C 1.4931 4.4125 -0.0093
Br 4.0728 4.3726 1.3915
P 1.0167 0.5799 -1.3048
O 0.5173 -1.0915 -1.1979
Cl -0.5780 1.6903 -0.4498
H -1.8211 -5.8985 6.7152
H -1.3569 -5.6468 4.8761
H -0.3432 -4.8232 6.2523
H -2.1365 -3.1814 6.9402
H -3.5295 -4.0525 5.9272
H -0.7471 -1.1666 6.2366
H 0.4810 -2.2169 5.1017
H 0.2775 2.0490 4.6342
H 0.0625 0.8575 6.0686
H -1.6867 2.5267 6.1500
H -3.2444 2.1645 3.4213
H -1.5049 3.0377 3.2819
H -2.8669 3.7083 4.5153
H 1.7833 1.3973 3.2340
H 4.1889 3.6615 5.2546
H 2.3281 3.5872 5.5425
H 2.9821 3.1161 3.8118
H 4.2590 1.6959 2.7664
H 4.9855 0.9118 1.2272
H 5.8953 -1.1807 3.2883
H 7.1769 0.2768 4.4444
H 2.9490 -2.2500 3.2639
H 2.0576 -2.1095 1.6211
H 3.9150 -3.1269 0.4921
H 5.1974 -1.8970 1.1393
H 4.9140 -3.2058 3.5785
H 6.0018 -3.9300 2.2220
H 4.0396 -5.7601 3.9038
H 4.7031 -0.4706 -0.4244
H 3.1772 -1.3417 -1.1087
H 5.1454 0.7403 -2.3855
H 3.3665 1.0896 -2.8959
H 4.2870 2.2785 -0.3863
H 2.7498 2.5862 -1.4377
H 1.8524 2.8158 1.5837
H 2.0348 5.4445 -0.1676
H 0.5705 4.6265 0.7071
H 1.0429 4.0217 -1.0208
H 0.2221 -1.1983 -0.2287
C 3.9462 0.7761 -7.5897
C 2.6021 0.8088 -8.2931
O 2.4856 1.9890 -9.1025
C 3.0793 1.9344 -10.3381
O 3.6870 0.9564 -10.7624
C 2.8359 3.2326 -11.1074
F 3.0335 4.3446 -10.3420
F 1.5584 3.3179 -11.5778
F 3.6504 3.3712 -12.1913
H 4.1028 1.6952 -7.0157
H 4.0075 -0.0799 -6.9117
H 4.7675 0.7069 -8.3097
H 1.8006 0.8540 -7.5483
H 2.4355 -0.0942 -8.8911
C 1.8935 -0.3852 -12.8797
C 1.3939 -1.6861 -12.2793
O -0.0301 -1.7956 -12.4279
C -0.4774 -2.2395 -13.6464
O 0.2617 -2.5318 -14.5814
C -2.0015 -2.3551 -13.6481
F -2.6136 -1.2717 -13.0886
F -2.4341 -3.4407 -12.9447
F -2.5257 -2.4795 -14.9000
H 1.3601 0.4679 -12.4479
H 2.9649 -0.2617 -12.6987
H 1.7191 -0.3557 -13.9598
H 1.6029 -1.6968 -11.2044
H 1.9009 -2.5545 -12.7147
C -6.3674 -6.6823 2.0478
C -7.4555 -6.3622 3.0557
O -7.0127 -6.6632 4.3881
C -6.2341 -5.7105 4.9948
O -5.9090 -4.6529 4.4640
C -5.8777 -6.1370 6.4187
F -5.4842 -7.4410 6.4961
F -6.9340 -6.0081 7.2721
F -4.8624 -5.4041 6.9569
H -6.0366 -7.7205 2.1552
H -6.7283 -6.5292 1.0269
H -5.4872 -6.0505 2.2024
H -8.3303 -6.9920 2.8619
H -7.7855 -5.3201 2.9788
C -11.2356 -0.7571 3.9359
C -10.1854 -0.7933 2.8413
O -9.8587 -2.1495 2.5011
C -10.7170 -2.7780 1.6349
O -11.7178 -2.2499 1.1601
C -10.2240 -4.1907 1.3227
F -9.8175 -4.8660 2.4362
F -9.1578 -4.1852 0.4719
F -11.1753 -4.9701 0.7352
H -10.9080 -1.3396 4.8032
H -11.4293 0.2716 4.2526
H -12.1776 -1.1975 3.5945
H -9.2637 -0.3258 3.2033
H -10.5042 -0.2332 1.9551
C 3.7843 10.2586 3.1252
C 3.2847 8.9577 3.7256
O 1.8608 8.8482 3.5770
C 1.4135 8.4043 2.3585
O 2.1526 8.1120 1.4235
C -0.1107 8.2887 2.3567
F -0.7227 9.3720 2.9163
F -0.5433 7.2031 3.0602
F -0.6349 8.1642 1.1048
H 3.2509 11.1117 3.5570
H 4.8558 10.3820 3.3061
H 3.6099 10.2881 2.0451
H 3.4937 8.9469 4.8005
H 3.7918 8.0893 3.2902

Computed properties:
charge: 0
2S+1: 1
gap between HOMO and LUMO: 7.213 eV